Record 1
Entry from the OMol25 dataset: 2 unconnected molecules or ions with the total composition H3N2O2S in a non-equilibrium geometry (ωB97M-V with the def2-TZVPD basis set).

CARTESIAN COORDINATES (ANGSTROEM)
N1 -1.0798 -0.1751 0.5187
N2 -0.3101 0.7651 0.0525
O1 2.1664 0.7032 0.3779
O2 0.9897 -1.4483 -0.1686
S1 1.2913 0.0055 -0.5478
H1 -0.8136 -1.1523 0.1851
H2 -1.5315 -0.1089 1.4310
H3 -0.7126 1.4109 -1.8487

Values from the calculation:
Energy above the lowest of the compared OMol25 structures with the same formula, charge and spin, kcal/mol: 92.78
Lowest unoccupied orbital energy (alpha / beta), eV: 3.92 / 4.26
Kohn-Sham gap (alpha / beta), hartree: 0.2619 / 0.2973
Charge: -1
Spin multiplicity: 1
HOMO energy (alpha / beta), eV: -3.206 / -3.826

Atom charges from the Löwdin analysis, given in e for atoms 1 to 5: N -0.153; N -0.322; O -0.567; O -0.621; S 0.516


Record 2
Entry from the OMol25 dataset: a gas-phase ion, H3N2O2S (charge -1) in a non-equilibrium geometry (ωB97M-V with the def2-TZVPD basis set).

CARTESIAN COORDINATES (ANGSTROEM)
N1 -1.7612 0.5293 0.3087
S1 -0.1795 -0.1021 0.5533
N2 0.9633 0.4533 -0.6909
O1 0.3558 0.4561 1.8038
O2 -0.1846 -1.5189 0.2212
H1 -1.8391 0.0530 -0.5411
H2 1.8629 0.2277 -0.1886
H3 0.7825 -0.0986 -1.4663

Values from the calculation:
Energy above the lowest of the compared OMol25 structures with the same formula, charge and spin, kcal/mol: 18.99
Lowest unoccupied orbital energy, eV: 4.21
Kohn-Sham gap, hartree: 0.2862
Charge: -1
Spin multiplicity: 1
HOMO energy, eV: -3.581

Atom charges from the Löwdin analysis, given in e for atoms 1 to 5: N -0.273; S 0.427; N -0.138; O -0.438; O -0.453